Record 1
This record from OMol25 describes C7H3NO4OsSe3Te as an isolated structure. The level of theory is the ωB97M-V functional and the def2-TZVPD basis.

Computed properties:
Calculated total energy, Eh: -8187.2152
2S+1: 5
Energy relative to the best compared isomer or geometry (same formula, charge and spin), kcal per mole: 2.9
Frontier orbital gap (spin up / spin down), eV: 6.3 / 4.0

Structure (XYZ):
```
20
Properties=species:S:1:pos:R:3:forces:R:3:mulliken_charge:R:1
Os 2.3629 0.4615 -0.0009 0.119 0.279 -0.006 0.6358
Se 4.7157 0.1703 -0.0016 0.028 -0.230 -0.001 -0.0497
Se 5.9947 2.1382 -0.0004 -0.186 0.552 0.002 -0.1249
Te 4.4130 4.0079 0.0012 0.282 -0.356 -0.002 0.2135
Se 2.1842 2.8557 0.0014 0.061 0.281 0.004 -0.2112
O -4.0997 -2.1065 -0.0010 -0.531 -1.116 0.007 -0.2348
C -3.9040 -0.8512 0.0010 0.672 2.829 -0.029 0.6416
O -4.6863 0.0805 -0.0015 -0.038 -1.201 0.013 -0.5461
C -2.3921 -0.5317 0.0005 0.278 -0.459 0.009 0.5768
C -2.0248 0.8068 0.0001 -0.450 -0.051 0.000 -0.8208
C -0.6879 1.1336 -0.0003 0.184 -0.182 -0.001 0.0076
N 0.2734 0.1946 -0.0003 -0.414 -0.171 0.004 -0.1836
C -0.0871 -1.1039 0.0002 0.185 0.289 -0.002 -0.1251
C -1.4042 -1.5061 0.0006 -0.363 0.025 0.000 -0.2566
C 1.0476 -2.0993 0.0002 1.055 0.353 0.001 0.3706
O 0.8444 -3.2823 0.0008 -0.343 -0.274 0.000 -0.6090
O 2.2437 -1.5379 -0.0002 -0.736 -0.550 0.001 -0.5734
H -2.7931 1.5669 0.0000 0.061 0.042 0.000 0.4805
H -0.3627 2.1644 -0.0007 -0.020 -0.019 0.000 0.2572
H -1.6375 -2.5614 0.0010 0.157 -0.041 0.000 0.5514
```
Positions in Å, forces in eV/Å.

Record 2
This record from OMol25 describes C31H45AsF6N3P2STi as an isolated structure. The level of theory is the ωB97M-V functional and the def2-TZVPD basis.

Computed properties:
Calculated total energy, Eh: -6137.4930
2S+1: 2
Energy relative to the best compared isomer or geometry (same formula, charge and spin), kcal per mole: 0.0
Frontier orbital gap (spin up / spin down), eV: 7.1 / 5.3
Charge: +2

Structure (XYZ):
```
90
Properties=species:S:1:pos:R:3:forces:R:3:mulliken_charge:R:1
Ti -0.9128 0.3335 -0.5123 0.884 -0.783 -2.581 0.1784
N -2.3993 -0.9682 -1.7412 -0.452 0.477 0.303 -0.0808
C -3.7517 -1.3192 -1.2251 0.451 0.116 0.891 -0.4708
C -3.6219 -2.2178 0.0026 -0.554 -0.610 -0.262 -0.8979
C -2.8720 -1.6011 1.1645 -0.026 0.512 -0.062 -0.6502
N -1.4367 -1.3757 0.8380 -0.308 0.823 -0.756 -0.0460
H -2.5628 -0.4807 -2.6205 0.438 -0.298 -0.008 -0.0152
H -1.8867 -1.8241 -1.9744 0.021 0.063 -0.131 0.2317
H -4.3397 -1.8172 -2.0067 0.032 0.267 0.236 0.4710
H -4.2506 -0.4004 -0.8483 0.116 -0.308 -0.684 0.3030
H -3.1698 -3.2029 -0.2614 -0.310 0.567 0.129 0.3275
H -4.6624 -2.3982 0.3251 0.481 -0.217 0.051 0.4195
H -2.9444 -2.2359 2.0443 0.019 -0.089 0.050 0.4059
H -3.2915 -0.6229 1.4370 -0.095 -0.171 -0.026 0.3787
H -1.0658 -2.1800 0.3622 0.278 -0.563 -0.398 0.2823
H -0.9034 -1.3095 1.6755 0.380 0.043 1.011 -0.2443
C 3.9959 0.5055 -0.1556 -1.289 1.234 -1.167 -0.5670
C 4.4648 -0.4053 0.9139 1.323 1.285 -0.473 0.1500
C 5.8348 -0.4754 1.1879 0.144 0.728 -0.575 -0.9517
C 6.3149 -1.3029 2.1890 0.694 -0.151 -0.642 -0.8235
C 5.4303 -2.0888 2.9191 -0.086 0.497 -0.186 -0.8774
C 4.0757 -1.8980 2.7555 -0.007 -1.010 0.602 -0.5333
C 3.6009 -1.0656 1.7455 -1.702 -0.236 0.235 1.3512
P 1.7943 -0.8016 1.6352 0.452 -0.082 2.315 2.2866
C 1.0972 -2.1109 2.7201 -0.210 0.470 0.327 0.3509
C 0.4487 -1.8464 3.9515 -0.788 0.348 -0.312 -0.9263
C -0.0761 -2.9025 4.7067 -0.068 1.152 0.239 -1.0050
C 0.0661 -4.2088 4.3255 -0.052 -0.351 -1.108 -0.7218
C 0.7332 -4.4657 3.1288 -0.323 -0.525 1.115 -0.6722
C 1.2401 -3.4545 2.3576 0.841 -0.319 -1.456 0.8558
C 1.9707 -3.9055 1.1134 0.331 0.941 -0.618 -1.5743
C 1.4674 0.8035 2.5068 -0.541 0.726 -0.068 0.4348
C 2.2924 1.0402 3.6123 0.614 0.247 0.482 -0.4380
C 2.3246 2.2761 4.2503 -0.285 0.158 0.493 -0.8621
C 1.5392 3.3323 3.8097 -0.040 -0.371 -1.068 -0.7775
C 0.7387 3.1387 2.6740 -0.455 -0.820 0.626 -0.9355
C 0.5621 1.8511 2.1230 1.022 -0.623 -0.476 0.5885
C -0.5700 1.6631 1.1320 -0.004 0.097 -0.848 -1.2590
H 4.7997 1.0201 -0.7139 -0.238 -0.335 0.518 0.4483
H 3.2973 1.3288 0.2155 0.894 -0.923 -0.076 0.1008
H 3.3975 -0.0102 -0.9308 0.263 -0.066 0.314 -0.0077
H 6.4994 0.1713 0.5692 -0.425 -0.780 0.667 0.3936
H 7.3992 -1.3852 2.3365 -0.533 0.010 0.039 0.4044
H 5.8144 -2.8235 3.5909 0.038 -0.173 0.619 0.5131
H 3.3879 -2.3959 3.4379 0.197 -0.007 -0.306 0.5141
H 0.2319 -0.8133 4.2570 0.295 -0.479 -0.052 0.4898
H -0.6746 -2.7268 5.5848 0.113 0.459 0.237 0.4416
H -0.4582 -4.9842 4.8675 0.304 -0.131 0.094 0.4093
H 0.8741 -5.4806 2.7970 -0.048 -0.190 -0.065 0.5072
H 1.5496 -4.8439 0.8054 -0.086 -0.503 -0.238 0.6088
H 3.0530 -4.0849 1.3255 -0.767 0.327 -0.287 0.3288
H 1.8295 -3.2211 0.2273 0.439 -0.552 0.981 -0.0360
H 2.9401 0.2905 4.0744 -0.171 -0.040 -0.629 0.3978
H 2.9557 2.4146 5.1304 -0.173 -0.154 -0.285 0.4579
H 1.5442 4.2911 4.3082 0.152 0.041 -0.051 0.4556
H 0.1353 3.9535 2.2777 0.043 -0.142 0.186 0.4900
H -0.6575 2.6387 0.6123 -0.084 -0.279 -0.302 0.5003
H -1.5259 1.5975 1.6616 -0.205 -0.224 0.281 0.8082
S 2.0758 3.0634 -1.9372 -0.406 -0.700 0.108 -0.1285
C 1.1996 1.7646 -1.7956 0.061 0.054 -0.113 0.1361
N 0.5378 0.7392 -1.7284 -0.660 1.787 1.413 0.3460
F -0.1282 -1.2187 -3.6718 0.781 -0.084 0.522 -0.2479
P 0.7866 -2.3300 -2.8744 -0.694 -1.511 -0.750 1.4296
F 0.2074 -1.5690 -1.3226 0.237 -0.265 0.509 -0.4734
F 1.1831 -3.0943 -4.2151 -0.299 0.693 0.949 -0.2695
F -0.6257 -3.1428 -2.7014 0.579 -0.458 0.141 -0.4804
F 2.0284 -1.3646 -2.8618 -0.137 0.025 0.218 -0.3827
F 1.5841 -3.4378 -1.9451 -1.075 1.362 -0.684 -0.3454
C -0.5838 2.4580 -4.4726 0.556 0.351 0.242 -1.3036
C -1.3973 3.2287 -3.4196 0.426 0.084 1.286 -0.9847
As -2.5590 2.0597 -2.2951 -0.112 1.384 -0.957 0.8476
C -3.5148 1.3337 -3.9233 -0.288 -1.125 1.114 -0.6846
C -3.8754 2.3967 -4.9574 -0.438 0.076 -0.283 -1.2514
C -3.8437 3.4220 -1.5617 -0.702 -1.022 0.298 -0.6716
C -3.2955 4.8225 -1.4918 0.654 1.141 -0.593 -1.1078
H 0.4246 2.9411 -4.6111 -0.982 -0.671 0.203 0.2955
H -1.0917 2.5191 -5.4228 0.014 -0.112 -0.353 0.4127
H -0.4787 1.3855 -4.2271 0.268 0.497 -0.107 0.2028
H -2.1175 3.9639 -3.8351 0.779 -0.342 0.268 0.7047
H -0.7206 3.7125 -2.6754 -0.545 0.000 -0.745 0.4547
H -4.4025 0.7690 -3.5539 0.414 0.493 -0.309 0.4004
H -2.8289 0.5577 -4.3190 -0.246 0.531 -0.146 0.4445
H -4.5949 3.1728 -4.6260 0.403 -0.560 0.131 0.2880
H -4.3376 1.8997 -5.8256 0.105 0.085 0.337 0.4010
H -2.9926 2.9031 -5.3355 -0.125 -0.022 -0.034 0.2427
H -4.0875 3.0707 -0.5598 0.154 -0.038 0.207 0.4319
H -4.8317 3.3446 -2.0700 0.856 0.092 -0.148 0.4819
H -2.2770 4.8622 -1.0625 -0.484 -0.105 0.099 0.2154
H -3.9463 5.4948 -0.8968 0.321 -0.465 -0.351 0.4047
H -3.1634 5.2774 -2.5003 -0.352 -0.262 0.678 0.2794
```
Positions in Å, forces in eV/Å.

Record 3
This record from OMol25 describes C3H4Cl3O4P as an isolated structure. The level of theory is the ωB97M-V functional and the def2-TZVPD basis.

Computed properties:
Calculated total energy, Eh: -2139.6453
2S+1: 3
Energy relative to the best compared isomer or geometry (same formula, charge and spin), kcal per mole: 0.0
Frontier orbital gap (spin up / spin down), eV: 6.1 / 3.8
Charge: -2

Structure (XYZ):
```
15
Properties=species:S:1:pos:R:3:forces:R:3:mulliken_charge:R:1
C 1.0297 -0.8484 -0.0946 2.875 2.070 2.400 -0.8841
C 1.0102 0.8649 -0.0152 -4.496 -4.559 -1.144 0.0250
C -0.3712 1.3991 -0.2290 -0.424 -1.111 0.475 0.5058
O -2.7540 1.9163 0.7881 -0.891 0.654 -0.107 -0.6949
O -0.6776 1.9978 2.3428 1.606 -2.261 -0.517 -0.5907
O -1.7097 -0.2477 1.7201 0.685 -0.685 -0.590 -0.7090
O 2.0232 1.4807 0.1799 4.156 2.233 0.670 -0.3998
P -1.5901 1.1247 1.1827 0.714 1.226 2.385 0.8571
Cl -1.2577 0.4152 -1.4823 -0.225 -0.103 -1.283 -0.2190
Cl 1.4052 -9.0448 -6.2096 0.021 -0.063 -0.041 -1.0000
Cl -0.4492 3.0835 -0.6721 0.584 0.678 -0.276 -0.1712
H 1.4227 -1.1744 0.9061 -0.486 0.383 -0.644 0.2535
H 1.7804 -1.2366 -0.7879 -0.626 0.355 -0.544 0.2999
H 0.0161 -1.0913 -0.1486 -1.246 -0.606 -0.489 0.4011
H 0.1220 1.3612 2.5196 -2.248 1.788 -0.295 0.3263
```
Positions in Å, forces in eV/Å.

Largest force on an atom, respectively: 0.05656; 0.05519; 0.12650 hartree/bohr.